No. 1
The molecule C3H7N at a distorted geometry. Source: the Open Molecules 2025 dataset; level of theory: the ωB97M-V functional and the def2-TZVPD basis.

Properties
**SMILES**: C=CCN
**HOMO energy**: -9.083 eV
**2S+1**: 1
**Orbital gap**: 10.2838 eV
**Energy above the lowest of the compared OMol25 structures with the same formula, charge and spin**: 29.33 kcal per mole

Element x y z (Å)
C1 -0.586 0.489 0.372
C2 0.720 0.404 -0.409
C3 1.720 -0.345 0.179
H1 -1.168 -1.350 -0.610
H2 -2.428 -0.517 0.337
H3 -1.173 1.492 0.510
H4 -0.311 0.178 1.373
H5 0.938 0.884 -1.454
H6 1.387 -0.824 1.159
H7 2.692 -0.507 -0.307
N1 -1.580 -0.378 -0.266

No. 2
The ion C6H21N7 with charge +2 at a distorted geometry. Source: the Open Molecules 2025 dataset; level of theory: the ωB97M-V functional and the def2-TZVPD basis.

Properties
**SMILES**: CNN(N)C(C)(C)[C@@H]([NH3+])/C(N)=[NH+]\N
**HOMO energy**: -15.833 eV
**2S+1**: 1
**Orbital gap**: 8.8769 eV
**Energy above the lowest of the compared OMol25 structures with the same formula, charge and spin**: 24.11 kcal per mole
**Charge**: +2

Element x y z (Å)
C1 0.549 0.688 -0.245
C2 -0.998 0.781 0.077
C3 1.501 -0.307 0.361
C4 -1.175 1.157 1.540
C5 -1.643 1.877 -0.782
C6 -0.890 -2.514 0.845
N1 -1.510 -0.586 -0.332
N2 -0.528 -1.572 -0.149
N3 1.651 -0.597 1.684
N4 -2.194 -0.695 -1.569
N5 2.462 -0.840 -0.386
N6 0.993 2.060 0.070
N7 2.631 -0.586 -1.772
H1 0.721 0.497 -1.260
H2 -2.293 1.221 1.832
H3 -1.072 2.228 1.815
H4 -0.684 0.396 2.289
H5 -2.710 1.604 -1.009
H6 -1.256 2.116 -1.815
H7 -1.474 2.957 -0.498
H8 -0.961 -3.528 0.416
H9 -0.095 -2.558 1.683
H10 -1.730 -2.161 1.374
H11 0.991 -0.471 2.458
H12 2.470 -1.140 1.852
H13 -1.607 -1.175 -2.194
H14 -3.014 -1.315 -1.469
H15 3.113 -1.488 0.057
H16 0.475 2.413 0.926
H17 0.505 2.684 -0.586
H18 1.922 2.293 -0.010
H19 -0.255 -2.193 -1.025
H20 2.695 -1.360 -2.380
H21 3.410 0.114 -1.801

No. 3
A cluster of 2 separate species, C3H7NO4S in total at a distorted geometry. Source: the Open Molecules 2025 dataset; level of theory: the ωB97M-V functional and the def2-TZVPD basis.

Properties
**HOMO energy**: -8.384 eV
**2S+1**: 1
**Orbital gap**: 8.6769 eV
**Energy above the lowest of the compared OMol25 structures with the same formula, charge and spin**: 117.02 kcal per mole

Element x y z (Å)
C1 0.418 -0.164 0.434
C2 1.617 -0.342 -0.278
C3 -1.415 -0.651 -0.653
N1 2.733 0.517 0.081
O1 -2.509 0.277 1.478
O2 -1.657 1.873 -0.353
O3 1.238 -1.307 0.672
O4 -1.529 -1.955 -0.399
S1 -2.581 0.493 0.013
H1 -0.085 0.564 1.099
H2 1.784 -0.801 -1.321
H3 -1.099 -0.405 -1.678
H4 -2.044 2.778 -0.289
H5 3.626 0.333 -0.306
H6 2.755 0.950 0.958
H7 -1.252 -2.160 0.541

No. 4
The ion C5H6N with charge +1 at a distorted geometry. Source: the Open Molecules 2025 dataset; level of theory: the ωB97M-V functional and the def2-TZVPD basis.

Properties
**SMILES**: C#C[C@@H](C)[N+]#C
**HOMO energy**: -15.028 eV
**2S+1**: 1
**Orbital gap**: 10.1380 eV
**Energy above the lowest of the compared OMol25 structures with the same formula, charge and spin**: 102.35 kcal per mole
**Charge**: +1

Element x y z (Å)
C1 0.766 0.883 0.361
C2 1.704 1.257 -0.286
C3 0.946 -2.022 -0.091
C4 -0.366 0.039 0.771
C5 -1.538 0.441 -0.159
N1 0.265 -1.207 0.300
H1 2.628 1.686 -0.711
H2 1.330 -2.795 -0.661
H3 -0.496 0.037 1.893
H4 -1.682 1.491 -0.162
H5 -2.450 -0.053 -0.137
H6 -1.106 0.240 -1.116